(1)
Molecular formula: C43H92BrCdFO23
Method: DFT, ωB97M-V/def2-TZVPD

```
! RIJCOSX wB97M-V def2-TZVPD def2/J DEFGRID3
* xyz 0 1
Cd 1.228 -0.777 -0.124
Br 1.520 1.553 -1.084
F 3.166 -1.283 0.498
C -5.465 -3.038 6.393
O -4.778 -2.247 5.348
C -5.072 -2.624 3.993
C -4.592 -1.615 2.990
O -3.182 -1.317 3.074
C -2.366 -2.376 2.530
H -5.007 -4.024 6.317
H -6.507 -3.029 6.074
H -5.234 -2.653 7.387
H -6.159 -2.622 3.918
H -4.727 -3.628 3.748
H -5.203 -0.718 3.093
H -4.785 -1.989 1.984
H -2.616 -3.379 2.878
H -1.323 -2.247 2.822
H -2.324 -2.381 1.441
C -0.795 8.587 0.190
O -1.812 7.899 -0.561
C -1.314 6.840 -1.362
C -0.957 5.563 -0.662
O -2.104 4.946 -0.052
C -1.633 3.815 0.642
H -0.351 7.970 0.971
H -1.168 9.460 0.725
H 0.018 9.070 -0.352
H -0.588 7.229 -2.076
H -2.128 6.695 -2.072
H -0.315 5.798 0.187
H -0.275 4.964 -1.265
H -1.284 3.044 -0.044
H -2.476 3.466 1.238
H -0.932 3.986 1.459
C -5.290 2.148 -3.739
O -3.884 2.003 -3.928
C -3.083 3.085 -3.533
C -1.609 2.754 -3.534
O -0.993 2.863 -4.810
C 0.421 2.784 -4.872
H -5.796 1.210 -3.966
H -5.700 2.878 -4.437
H -5.521 2.373 -2.697
H -3.370 3.410 -2.533
H -3.333 3.888 -4.225
H -1.551 1.697 -3.274
H -1.038 3.259 -2.755
H 0.804 2.677 -5.887
H 0.676 1.879 -4.320
H 0.861 3.665 -4.405
C -0.266 -3.942 4.822
O 0.505 -2.767 4.689
C 1.884 -3.031 4.364
C 2.760 -1.818 4.197
O 2.813 -1.003 5.337
C 3.886 -0.022 5.268
H 0.061 -4.535 5.676
H -0.473 -4.555 3.945
H -1.260 -3.539 5.012
H 1.960 -3.570 3.420
H 2.412 -3.733 5.009
H 2.245 -1.245 3.426
H 3.752 -2.082 3.830
H 3.803 0.641 6.129
H 3.614 0.620 4.431
H 4.895 -0.432 5.211
C -0.375 -0.551 -5.155
O -1.204 -1.649 -5.476
C -0.721 -2.915 -5.043
C -1.790 -3.887 -5.242
O -2.951 -3.363 -4.589
C -4.051 -4.283 -4.564
H 0.710 -0.620 -5.235
H -0.547 -0.346 -4.098
H -0.723 0.348 -5.664
H -0.454 -2.918 -3.986
H 0.049 -3.299 -5.712
H -1.494 -4.900 -4.967
H -1.976 -4.015 -6.308
H -3.866 -5.167 -3.954
H -4.422 -4.648 -5.522
H -4.926 -3.748 -4.197
C 5.606 -3.101 -1.099
O 5.237 -1.724 -1.106
H 4.750 -3.613 -1.540
H 6.479 -3.307 -1.718
H 5.705 -3.458 -0.074
H 4.463 -1.641 -0.544
C 5.527 2.765 -1.849
O 4.274 2.762 -2.516
H 6.027 1.797 -1.847
H 6.264 3.467 -2.240
H 5.441 2.951 -0.778
H 3.658 2.259 -1.978
C 4.547 1.279 2.085
O 4.952 -0.093 2.199
H 3.483 1.352 2.309
H 5.083 1.864 2.832
H 4.858 1.678 1.120
H 4.384 -0.529 1.560
O 0.764 -2.824 0.485
C 0.879 -4.052 0.663
O 0.009 -4.746 1.389
C 0.516 -6.076 1.630
C 1.915 -6.087 1.057
C 2.018 -4.949 0.198
H -0.066 -6.935 1.294
H 0.580 -6.174 2.713
H 2.182 -7.012 0.547
H 2.626 -5.986 1.877
H 1.840 -5.181 -0.852
H 2.934 -4.364 0.286
O -0.837 -0.940 -0.762
C -2.011 -0.619 -0.980
O -2.741 0.093 -0.136
C -4.085 0.316 -0.557
C -4.246 -0.680 -1.715
C -2.842 -0.980 -2.204
H -4.228 1.314 -0.969
H -4.743 0.007 0.256
H -4.957 -0.370 -2.481
H -4.750 -1.581 -1.365
H -2.589 -0.429 -3.110
H -2.607 -1.998 -2.514
O 1.093 6.876 3.647
C 1.583 5.932 2.998
O 0.986 4.734 2.920
C 1.689 3.762 2.138
C 2.654 4.615 1.238
C 2.854 5.840 2.174
H 0.960 3.212 1.543
H 2.082 2.964 2.768
H 2.313 4.977 0.268
H 3.581 4.078 1.037
H 3.045 6.694 1.524
H 3.742 5.600 2.759
O 1.647 -1.727 -1.971
C 2.377 -1.993 -2.939
O 2.399 -3.253 -3.397
C 3.104 -3.320 -4.615
C 3.400 -1.892 -5.045
C 3.145 -1.030 -3.818
H 2.478 -3.879 -5.311
H 3.922 -4.028 -4.482
H 2.741 -1.628 -5.872
H 4.435 -1.791 -5.373
H 2.543 -0.154 -4.059
H 4.097 -0.720 -3.389
O 0.534 -0.002 1.707
C -0.278 0.444 2.497
O -1.316 1.185 2.131
C -2.064 1.716 3.230
C -1.448 1.157 4.510
C -0.294 0.325 4.004
H -3.090 1.349 3.246
H -2.002 2.798 3.347
H -2.152 0.421 4.898
H -1.230 1.916 5.261
H -0.426 -0.754 4.086
H 0.696 0.584 4.380
*
```

Output
Kohn-Sham gap ... 8.55 eV
Largest force on an atom ... 4.83 eV Å⁻¹
E_LUMO ... 0.033 eV
HOMO ... -8.51 eV

Atom charges from the Mulliken analysis, given in e for atoms 1 to 8: Cd 4.343; Br -0.656; F -0.479; C -0.753; O -0.269; C -0.794; C -0.722; O 0.440

---

(2)
Molecular formula: C43H92Cl12N5O9P
Method: DFT, ωB97M-V/def2-TZVPD

```
! RIJCOSX wB97M-V def2-TZVPD def2/J DEFGRID3
* xyz -1 4
C -9.351 -25.299 -3.419
C -10.575 -26.136 -3.662
C -11.558 -26.095 -2.464
O -12.709 -26.860 -2.727
C -13.613 -26.959 -1.650
N -11.316 -25.498 -4.804
H -10.859 -24.609 -5.171
H -11.084 -26.042 -5.697
H -12.321 -25.454 -4.659
H -8.725 -25.046 -4.279
H -8.608 -25.680 -2.711
H -9.646 -24.337 -2.985
H -10.336 -27.164 -3.917
H -11.822 -25.049 -2.279
H -10.935 -26.505 -1.658
H -13.332 -27.780 -0.989
H -14.599 -27.218 -2.044
H -13.790 -25.979 -1.197
C -6.762 -25.821 -6.792
C -6.833 -26.243 -8.243
C -5.879 -27.382 -8.574
O -6.036 -27.646 -9.950
C -5.084 -28.534 -10.511
N -8.203 -26.743 -8.588
H -8.769 -25.912 -8.984
H -8.143 -27.444 -9.320
H -8.912 -26.925 -7.823
H -7.486 -25.042 -6.562
H -5.793 -25.433 -6.470
H -6.903 -26.708 -6.167
H -6.704 -25.429 -8.954
H -6.200 -28.254 -7.978
H -4.875 -27.113 -8.222
H -5.291 -29.567 -10.232
H -4.076 -28.330 -10.121
H -4.990 -28.244 -11.553
P -10.341 -24.718 -7.594
O -11.841 -24.348 -7.734
O -9.568 -24.603 -8.933
O -10.139 -26.162 -7.016
O -9.761 -23.783 -6.466
C -9.529 -34.579 -5.866
C -9.822 -33.572 -4.749
C -8.516 -33.535 -3.878
C -8.456 -32.389 -2.894
C -8.628 -31.053 -3.635
C -9.923 -30.986 -4.452
N -10.021 -32.200 -5.241
O -10.787 -32.131 -6.252
C -11.089 -30.735 -3.481
C -9.839 -29.756 -5.345
C -10.952 -34.144 -3.926
H -8.999 -34.084 -6.681
H -10.442 -34.939 -6.338
H -8.998 -35.389 -5.370
H -8.627 -34.470 -3.316
H -7.633 -33.704 -4.496
H -7.477 -32.290 -2.418
H -9.190 -32.562 -2.104
H -7.760 -30.873 -4.276
H -8.504 -30.346 -2.808
H -10.869 -29.828 -2.912
H -12.053 -30.652 -3.979
H -11.163 -31.471 -2.676
H -10.695 -29.569 -5.984
H -9.516 -28.882 -4.773
H -8.956 -29.760 -6.000
H -10.708 -35.037 -3.347
H -11.884 -34.405 -4.435
H -11.339 -33.445 -3.176
C -18.119 -29.253 -0.605
C -17.221 -29.131 0.625
C -17.315 -27.619 0.966
C -16.697 -27.210 2.299
C -17.245 -28.098 3.413
C -17.194 -29.613 3.107
N -17.692 -29.943 1.788
O -17.604 -31.197 1.550
C -15.779 -30.112 3.522
C -18.128 -30.211 4.181
C -15.773 -29.378 0.198
H -18.136 -30.337 -0.810
H -17.740 -28.930 -1.572
H -19.148 -28.959 -0.411
H -16.818 -26.954 0.253
H -18.363 -27.309 0.926
H -16.926 -26.159 2.488
H -15.603 -27.265 2.284
H -18.224 -27.677 3.651
H -16.569 -27.962 4.257
H -15.471 -29.811 4.522
H -15.854 -31.192 3.677
H -15.100 -29.808 2.735
H -19.127 -29.784 4.076
H -18.257 -31.290 4.075
H -17.729 -30.041 5.180
H -15.569 -30.404 -0.102
H -15.065 -29.004 0.935
H -15.675 -28.729 -0.672
C -9.882 -27.537 4.678
C -10.826 -27.381 3.457
C -10.462 -26.072 2.735
C -9.247 -26.239 1.800
C -9.383 -27.455 0.865
C -9.721 -28.743 1.612
N -10.751 -28.539 2.592
O -11.239 -29.639 2.987
C -9.966 -29.848 0.578
C -8.342 -29.184 2.236
C -12.259 -27.102 3.897
H -8.906 -27.139 4.396
H -9.804 -28.566 5.011
H -10.247 -26.843 5.435
H -11.209 -25.502 2.181
H -10.069 -25.305 3.410
H -8.298 -26.308 2.344
H -9.054 -25.347 1.206
H -8.516 -27.582 0.222
H -10.257 -27.196 0.250
H -9.695 -30.838 0.946
H -10.981 -29.887 0.178
H -9.340 -29.713 -0.308
H -7.790 -28.419 2.776
H -8.731 -29.961 2.908
H -7.667 -29.723 1.574
H -12.865 -26.980 2.997
H -12.329 -26.172 4.464
H -12.742 -27.854 4.522
Cl -11.772 -22.030 -2.461
C -10.743 -21.052 -1.410
C -9.371 -21.690 -1.155
Cl -9.519 -23.039 0.008
H -11.301 -20.832 -0.504
H -10.548 -20.093 -1.889
H -8.563 -21.080 -0.762
H -9.011 -22.127 -2.086
Cl -15.442 -21.665 -6.377
C -14.013 -22.699 -6.071
C -12.656 -22.086 -6.316
Cl -12.463 -20.510 -5.486
H -14.123 -23.573 -6.704
H -14.101 -23.030 -5.036
H -12.425 -21.973 -7.373
H -11.841 -22.743 -6.009
Cl -8.467 -20.251 -4.512
C -9.045 -21.572 -5.557
C -7.970 -21.968 -6.574
Cl -6.521 -22.545 -5.647
H -9.886 -21.315 -6.200
H -9.323 -22.352 -4.861
H -7.674 -21.129 -7.194
H -8.238 -22.883 -7.093
C -13.427 -27.059 -6.946
Cl -12.836 -28.190 -5.688
Cl -14.702 -25.979 -6.348
Cl -13.991 -27.961 -8.345
H -12.577 -26.435 -7.255
C -4.878 -24.546 -2.136
Cl -4.878 -26.199 -2.895
Cl -4.730 -24.615 -0.394
Cl -6.358 -23.724 -2.581
H -4.035 -23.974 -2.498
*
```

Output
Kohn-Sham gap (alpha / beta) ... 6.27 / 6.11 eV
Largest force on an atom ... 4.35 eV Å⁻¹
E_LUMO (alpha / beta) ... 1.626 / 1.460 eV
HOMO (alpha / beta) ... -4.65 / -4.65 eV
⟨S²⟩ ... 3.76

Atom charges from the Mulliken analysis, given in e for atoms 1 to 8: C -1.128; C 3.076; C -0.338; O 0.103; C -0.988; N 1.568; H -1.134; H -0.255